A molecular structure, C21H10BF4N10Pd, computed with ωB97M-V/def2-TZVPD.

Structure (XYZ):
```
47
Properties=species:S:1:pos:R:3:mulliken_charge:R:1
Pd 1.34 -0.03 0.51 0.36
C 0.04 0.91 4.43 -1.04
C 0.13 1.26 3.08 -0.25
N 0.44 0.18 2.37 -0.19
N 0.56 -0.86 3.21 0.24
C 0.33 -0.44 4.47 -0.12
B 0.95 -2.27 2.73 0.21
N 2.38 -2.17 2.12 0.39
C 3.37 -3.07 2.18 -0.11
C 4.46 -2.58 1.48 -0.95
C 4.03 -1.34 1.00 -0.24
N 2.79 -1.10 1.41 -0.40
N -0.03 -2.75 1.64 0.20
C -0.86 -3.81 1.69 -0.19
C -1.50 -3.91 0.48 -1.04
C -0.99 -2.83 -0.27 -0.16
N -0.11 -2.15 0.44 -0.17
H -0.21 1.54 5.27 0.38
H -0.04 2.21 2.61 0.52
H 0.37 -1.13 5.29 0.44
H 0.94 -3.03 3.65 -0.12
H 3.24 -4.00 2.70 0.45
H 5.41 -3.04 1.33 0.39
H 4.56 -0.61 0.41 0.46
H -0.91 -4.42 2.57 0.42
H -2.24 -4.63 0.17 0.38
H -1.23 -2.55 -1.28 0.47
F -0.10 1.46 -0.56 0.10
C -0.69 1.87 -1.72 0.14
C -1.61 2.88 -1.60 -0.14
F -1.81 3.38 -0.36 -0.35
C -2.32 3.41 -2.69 0.60
C -1.97 2.79 -3.92 -0.05
C -1.06 1.78 -4.02 0.27
F -0.80 1.29 -5.24 -0.35
C -0.37 1.25 -2.93 0.49
C 0.57 0.13 -3.02 0.06
C 1.54 0.02 -2.09 0.36
N 2.37 0.04 -1.23 -0.63
C 0.47 -0.88 -4.01 0.00
N 0.40 -1.73 -4.79 -0.59
F -2.55 3.21 -5.05 -0.34
C -3.26 4.47 -2.57 0.31
C -3.62 5.06 -1.33 0.13
N -3.95 5.58 -0.36 -0.74
C -3.94 5.05 -3.67 0.12
N -4.53 5.57 -4.52 -0.72
```

Results
Total energy, eV: -51867.1437
HOMO (alpha / beta), eV: -4.049 / -4.049
Charge: -1

---

A molecular structure, C21H10Cl5N4O7RuSe, computed with ωB97M-V/def2-TZVPD.

Structure (XYZ):
```
49
Properties=species:S:1:pos:R:3:mulliken_charge:R:1
Ru 0.73 0.89 0.31 0.31
Cl 3.11 2.19 1.89 -0.17
C 3.35 0.49 1.63 1.14
C 2.36 -0.17 0.93 -0.78
C 2.43 -1.56 0.86 0.59
Cl 1.09 -2.41 0.17 -0.19
C 3.52 -2.25 1.37 -0.16
Cl 3.60 -3.96 1.23 -0.18
C 4.54 -1.55 2.01 0.55
Cl 5.90 -2.39 2.64 -0.17
C 4.45 -0.17 2.16 -0.18
Cl 5.66 0.71 3.01 -0.19
O -2.33 2.90 0.66 -0.61
C -1.92 1.75 0.69 -0.17
O -0.89 1.34 1.38 -0.98
C -2.57 0.67 -0.12 0.98
C -3.94 0.53 -0.12 -0.49
C -4.52 -0.46 -0.91 -0.52
C -3.76 -1.27 -1.71 -0.45
C -2.39 -1.08 -1.75 -0.13
C -1.74 -0.11 -0.95 0.91
O -0.46 0.12 -1.07 -0.55
N -1.65 -1.90 -2.71 0.90
O -2.12 -2.99 -2.98 -0.64
O -0.69 -1.41 -3.27 -0.45
N -5.98 -0.61 -0.91 1.01
O -6.61 0.03 -0.10 -0.62
O -6.43 -1.54 -1.55 -0.62
H -4.57 1.19 0.47 0.61
H -4.22 -2.03 -2.32 0.65
C 1.21 0.95 -4.23 -0.90
N 0.22 1.76 -3.53 0.41
C 0.40 2.39 -2.37 -0.31
Se 1.93 2.30 -1.25 -0.26
N -0.74 2.99 -2.03 0.27
C -1.74 2.66 -2.94 0.21
C -3.10 2.93 -2.97 -0.83
C -3.81 2.37 -4.01 -0.55
C -3.19 1.58 -4.99 -0.69
C -1.83 1.32 -4.96 -0.58
C -1.12 1.87 -3.90 0.70
H 1.66 1.53 -5.04 0.30
H 0.72 0.07 -4.63 0.37
H 1.97 0.64 -3.53 0.30
H -0.91 3.44 -1.13 0.42
H -3.57 3.52 -2.19 0.44
H -4.88 2.53 -4.07 0.43
H -3.79 1.16 -5.79 0.41
H -1.35 0.71 -5.71 0.45
```

Results
Expectation value of S²: 0.760
Total energy, eV: -172767.4630
HOMO (alpha / beta), eV: -8.778 / -8.871
Spin multiplicity: 2

---

17 unconnected molecules or ions with the total composition C21H10Cl64FNO2, computed with ωB97M-V/def2-TZVPD.

Structure (XYZ):
```
99
Properties=species:S:1:pos:R:3:mulliken_charge:R:1
C -1.72 -1.07 4.16 -0.55
O -1.85 -1.05 2.76 -0.56
C -1.20 0.04 2.15 1.24
C -1.78 1.39 2.57 -1.15
N -1.29 2.53 1.82 -0.55
C -1.38 -0.20 0.66 -0.63
C -0.31 0.48 -0.12 0.09
O 0.87 0.53 0.17 -0.33
F -0.76 1.06 -1.25 -0.28
H -0.68 -1.12 4.48 0.34
H -2.21 -0.23 4.65 0.39
H -2.21 -1.96 4.52 -0.02
H -0.13 0.01 2.36 -0.16
H -2.86 1.33 2.51 0.44
H -1.50 1.56 3.60 0.21
H -0.28 2.61 1.85 0.25
H -1.63 2.57 0.88 0.35
H -1.27 -1.26 0.51 0.35
H -2.35 0.13 0.32 0.33
C 4.90 -0.69 -0.77 -0.04
Cl 4.78 -2.04 -1.92 -0.08
Cl 3.28 -0.15 -0.31 0.34
Cl 5.73 -1.22 0.69 0.08
Cl 5.77 0.63 -1.56 -0.04
C -2.12 -2.43 8.03 0.31
Cl -3.12 -1.30 8.95 -0.11
Cl -1.69 -3.81 9.05 -0.10
Cl -3.05 -3.02 6.64 0.01
Cl -0.66 -1.62 7.49 -0.08
C -7.22 -2.56 5.72 0.32
Cl -5.98 -3.04 4.55 -0.09
Cl -7.80 -3.98 6.59 -0.05
Cl -6.51 -1.41 6.87 -0.08
Cl -8.56 -1.79 4.86 -0.08
C -5.44 -7.14 7.48 0.27
Cl -4.63 -5.58 7.26 0.02
Cl -5.20 -7.70 9.13 -0.10
Cl -7.16 -6.93 7.16 -0.11
Cl -4.76 -8.32 6.35 -0.10
C 9.55 -2.40 -0.70 0.27
Cl 10.19 -0.76 -0.76 -0.10
Cl 9.59 -2.95 0.99 -0.11
Cl 7.88 -2.38 -1.25 0.01
Cl 10.52 -3.49 -1.70 -0.10
C 6.91 2.40 1.98 0.14
Cl 7.35 4.10 2.19 -0.02
Cl 6.95 1.59 3.55 -0.10
Cl 5.29 2.30 1.30 -0.03
Cl 8.04 1.60 0.88 0.00
C -10.40 0.54 1.36 0.36
Cl -10.73 -0.69 0.14 -0.09
Cl -11.90 1.27 1.97 -0.12
Cl -9.54 -0.21 2.71 -0.06
Cl -9.39 1.81 0.65 -0.10
C 1.91 -2.23 -4.83 0.24
Cl 3.04 -1.14 -5.64 -0.06
Cl 1.30 -1.45 -3.37 0.00
Cl 0.57 -2.60 -5.91 -0.11
Cl 2.75 -3.72 -4.40 -0.10
C 3.40 -4.07 2.51 0.24
Cl 3.60 -5.75 3.01 -0.10
Cl 1.69 -3.63 2.57 -0.05
Cl 4.30 -3.02 3.62 -0.09
Cl 4.01 -3.85 0.87 -0.01
C 1.12 0.78 -8.71 0.36
Cl 2.06 -0.70 -8.96 -0.07
Cl -0.10 0.50 -7.47 -0.07
Cl 2.20 2.08 -8.18 -0.10
Cl 0.33 1.24 -10.22 -0.11
C 5.97 7.97 3.33 0.32
Cl 6.58 6.66 4.33 -0.09
Cl 4.98 7.30 2.03 -0.09
Cl 4.99 9.07 4.31 -0.04
Cl 7.33 8.86 2.64 -0.11
C -15.08 -1.00 -0.82 0.31
Cl -14.04 -1.59 -2.12 -0.10
Cl -15.71 -2.38 0.09 -0.10
Cl -14.15 0.04 0.25 -0.01
Cl -16.43 -0.10 -1.52 -0.10
C 2.47 1.85 4.05 0.17
Cl 3.48 3.28 3.92 -0.05
Cl 3.29 0.63 5.03 -0.11
Cl 0.93 2.28 4.81 -0.10
Cl 2.16 1.18 2.44 0.13
C 4.14 12.96 4.21 0.35
Cl 4.55 14.67 4.40 -0.10
Cl 4.19 12.18 5.79 -0.10
Cl 2.52 12.82 3.53 -0.09
Cl 5.30 12.19 3.13 -0.06
C 1.52 -3.33 -12.64 0.31
Cl 2.05 -4.55 -11.48 -0.11
Cl 0.16 -3.97 -13.58 -0.11
Cl 1.01 -1.88 -11.77 -0.02
Cl 2.84 -2.93 -13.73 -0.07
C 3.28 -2.13 -17.94 0.34
Cl 4.78 -3.06 -17.99 -0.10
Cl 3.59 -0.57 -17.16 -0.10
Cl 2.69 -1.86 -19.58 -0.10
Cl 2.08 -3.01 -17.01 -0.05
```

Results
Total energy, eV: -831671.3735
HOMO, eV: -9.344

---

A molecular structure, C21H11Co2N3O6, computed with ωB97M-V/def2-TZVPD.

Structure (XYZ):
```
43
Properties=species:S:1:pos:R:3:mulliken_charge:R:1
O -1.68 -3.72 1.06 -0.46
C -2.07 -2.64 0.93 0.04
Co -2.71 -0.99 0.81 0.35
C -3.35 -1.11 -0.82 -0.03
O -3.84 -1.33 -1.84 -0.49
C -4.06 -1.37 1.78 0.29
O -4.92 -1.59 2.53 -0.50
C -0.45 -0.41 1.24 -0.13
C 0.08 -0.87 2.52 1.29
C -0.75 -1.21 3.61 -0.32
C -0.22 -1.84 4.74 -0.63
C 1.15 -2.07 4.86 -0.42
C 1.99 -1.60 3.84 -0.50
C 1.47 -0.99 2.70 -0.55
C -0.05 -0.15 0.00 0.39
C 0.62 -0.57 -1.20 -1.48
Co -1.35 0.98 0.45 0.36
C -2.88 0.96 1.49 -0.04
O -3.63 1.57 2.15 -0.58
C -0.84 2.55 1.02 0.04
O -0.54 3.61 1.39 -0.49
C -2.23 1.33 -1.03 0.04
O -2.82 1.69 -1.97 -0.49
H -1.81 -0.96 3.57 0.23
H -0.89 -2.16 5.54 0.33
H 1.56 -2.59 5.73 0.33
H 3.08 -1.69 3.94 0.35
H 2.12 -0.59 1.92 0.45
H -0.14 -0.61 -2.00 0.32
H 1.10 -1.57 -1.07 0.15
C 1.14 2.09 -4.87 -0.48
C 0.65 1.57 -3.66 -0.36
C 1.64 1.13 -2.78 0.76
C 3.01 1.37 -2.98 -0.09
C 3.47 1.90 -4.19 -0.52
C 2.51 2.16 -5.17 -0.49
N 3.73 0.80 -1.93 -0.81
N 2.88 0.15 -1.16 -0.48
N 1.60 0.34 -1.61 1.19
H 0.44 2.43 -5.63 0.38
H -0.41 1.53 -3.38 0.34
H 4.54 2.02 -4.34 0.41
H 2.83 2.43 -6.19 0.33
```

Results
Total energy, eV: -113960.4271
HOMO, eV: 0.858
Relative energy (zero: lowest compared OMol25 entry of this formula, charge and spin), kJ/mol: 0.0
Charge: -2

---

A molecular structure, C21H12F3IIrNO5S, computed with ωB97M-V/def2-TZVPD.

Structure (XYZ):
```
45
Properties=species:S:1:pos:R:3:mulliken_charge:R:1
Ir -0.14 0.16 -0.05 1.99
O -0.08 -1.09 3.88 -0.69
C 0.00 -0.98 2.67 0.50
O -0.64 -0.16 1.95 -0.75
C 0.90 -1.96 1.91 0.50
C 1.55 -2.98 2.62 -0.87
C 2.34 -3.85 1.93 -0.67
C 2.52 -3.69 0.54 1.07
C 3.36 -4.52 -0.24 -0.81
C 3.55 -4.27 -1.57 -0.57
C 2.88 -3.20 -2.19 -0.98
C 2.02 -2.41 -1.49 0.22
C 1.82 -2.62 -0.11 -0.17
N 1.01 -1.81 0.61 -0.20
H 1.40 -3.04 3.69 0.56
H 2.85 -4.66 2.44 0.44
H 3.87 -5.34 0.24 0.41
H 4.21 -4.89 -2.15 0.39
H 3.06 -3.00 -3.24 0.44
H 1.50 -1.59 -1.97 0.41
I 0.25 1.24 -2.32 0.00
C -0.90 -1.36 -2.86 -0.37
C -0.97 -1.91 -4.11 -0.98
C -2.05 -2.76 -4.40 -0.51
C -2.96 -3.07 -3.43 -0.76
C -2.88 -2.51 -2.13 0.55
C -3.83 -2.78 -1.13 -0.80
C -3.79 -2.12 0.07 -0.82
C -2.77 -1.20 0.34 -0.56
C -1.76 -0.95 -0.57 -0.01
C -1.82 -1.59 -1.84 1.46
H -0.23 -1.68 -4.86 0.48
H -2.14 -3.17 -5.39 0.42
H -3.78 -3.74 -3.65 0.40
H -4.61 -3.50 -1.33 0.39
H -4.54 -2.30 0.83 0.40
H -2.77 -0.70 1.30 0.53
F 3.94 1.50 2.30 -0.21
C 3.54 2.47 1.47 0.53
F 4.63 3.13 1.07 -0.20
F 2.77 3.31 2.16 -0.21
S 2.49 1.77 0.08 1.07
O 2.08 2.94 -0.64 -0.64
O 3.24 0.78 -0.62 -0.59
O 1.44 1.18 0.93 -0.77
```

Results
Total energy, eV: -63624.1054
HOMO (alpha / beta), eV: -8.656 / -8.664
Relative energy (zero: lowest compared OMol25 entry of this formula, charge and spin), kJ/mol: 349.0

---

A molecular structure, C21H13F10N6OPd, computed with ωB97M-V/def2-TZVPD.

Structure (XYZ):
```
52
Properties=species:S:1:pos:R:3:mulliken_charge:R:1
Pd 0.38 0.25 0.94 0.38
C -1.12 2.43 -1.57 -1.21
N -0.16 1.35 -1.40 1.00
C -0.62 0.14 -2.04 -1.70
C 0.18 -1.12 -1.70 -0.82
N 0.33 -1.37 -0.26 0.28
C 0.96 -2.51 0.13 -0.08
C 0.96 -2.89 1.50 0.13
F 0.36 -2.10 2.40 -0.29
C 1.53 -4.04 1.98 -0.02
F 1.47 -4.32 3.28 -0.32
C 2.14 -4.94 1.12 0.74
F 2.68 -6.08 1.58 -0.33
C 2.17 -4.63 -0.23 -0.01
F 2.77 -5.47 -1.09 -0.32
C 1.62 -3.46 -0.70 0.58
F 1.77 -3.27 -2.03 -0.36
C 1.19 1.78 -1.77 -1.34
C 2.32 0.99 -1.09 -0.67
N 2.10 0.88 0.35 -0.40
C 3.15 0.52 1.16 0.19
C 2.98 0.69 2.55 0.18
F 1.82 1.15 3.02 -0.30
C 3.98 0.44 3.46 -0.04
F 3.77 0.64 4.76 -0.31
C 5.22 -0.01 3.03 0.70
F 6.20 -0.25 3.91 -0.32
C 5.42 -0.21 1.68 -0.15
F 6.60 -0.66 1.24 -0.31
C 4.40 0.03 0.77 0.75
F 4.67 -0.26 -0.51 -0.36
H -1.17 2.79 -2.62 0.33
H -2.11 2.08 -1.27 0.31
H -0.85 3.27 -0.93 0.32
H -1.66 0.00 -1.76 0.56
H -0.59 0.24 -3.14 0.26
H -0.36 -1.96 -2.14 0.68
H 1.13 -1.07 -2.23 0.38
H 1.33 1.73 -2.86 0.34
H 1.27 2.82 -1.47 0.52
H 2.46 0.02 -1.56 0.21
H 3.25 1.55 -1.27 0.63
N -3.08 -0.01 0.81 -0.34
C -2.48 0.71 1.81 0.99
O -1.35 0.34 2.19 -0.79
C -3.18 1.81 2.37 0.10
C -2.58 2.60 3.37 0.13
N -2.10 3.26 4.19 -0.64
C -4.45 2.13 1.88 0.00
N -5.49 2.34 1.39 -0.63
H -3.95 0.28 0.41 0.21
H -2.55 -0.75 0.39 0.14
```

Results
Total energy, eV: -63629.5090
HOMO, eV: -5.075
Relative energy (zero: lowest compared OMol25 entry of this formula, charge and spin), kJ/mol: 27.7
Charge: -1

---

What is the formula in the second record? C21H10Cl5N4O7RuSe

---

What is the total energy in the second record? -172767.4630 eV